1.
{"formula": "C4H33NO15", "method": "the ωB97M-V functional and the def2-TZVPD basis", "symbols": ["C", "O", "C", "C", "C", "O", "O", "N", "H", "H", "H", "H", "H", "H", "H", "H", "H", "H", "H", "O", "H", "H", "O", "H", "H", "O", "H", "H", "O", "H", "H", "O", "H", "H", "O", "H", "H", "O", "H", "H", "O", "H", "H", "O", "H", "H", "O", "H", "H", "O", "H", "H", "O"], "xyz": [[1.869, -0.093, 0.908], [1.875, 0.370, 2.234], [0.501, 0.154, 0.223], [0.214, 1.663, 0.386], [-1.169, 2.259, 0.256], [-1.184, 3.578, 0.458], [-2.207, 1.648, 0.122], [-0.556, -0.572, 0.965], [2.146, -1.149, 0.838], [2.579, 0.450, 0.249], [0.498, -0.060, -0.851], [0.668, 2.118, 1.279], [0.833, 2.115, -0.429], [-2.062, 3.877, 0.729], [-0.861, -1.443, 0.554], [2.561, 1.036, 2.332], [-1.295, 0.053, 1.237], [-1.066, 0.759, 3.751], [-2.584, 1.038, 3.833], [-1.741, 1.439, 3.600], [-1.435, -1.667, -2.282], [-1.359, -2.871, -3.255], [-0.854, -2.143, -2.886], [-4.082, -0.932, -2.395], [-2.885, -0.772, -3.361], [-3.454, -1.422, -2.938], [0.852, -0.911, 4.400], [0.206, -0.611, 2.918], [0.071, -0.909, 3.845], [-3.598, 1.269, 1.993], [-4.355, 0.324, 1.156], [-3.820, 0.330, 1.958], [1.503, 1.581, -3.555], [0.804, 3.002, -4.005], [1.376, 2.517, -3.414], [-1.106, -3.552, 1.337], [-2.355, -3.634, 0.385], [-1.447, -3.334, 0.448], [4.940, -0.103, 0.117], [4.818, 1.123, -0.704], [4.538, 0.773, 0.151], [3.394, -2.802, -2.331], [2.278, -2.283, -1.460], [2.996, -1.978, -2.030], [-0.122, -0.420, -4.284], [1.487, -0.873, -4.232], [0.802, -0.231, -4.428], [-0.347, -2.954, 3.081], [-1.536, -2.571, 3.682], [-1.245, -3.330, 3.147], [2.552, 1.786, -1.804], [2.829, 0.562, -2.498], [3.329, 1.302, -2.122]], "forces_ev_per_a": [[-0.0228, 0.5867, -2.6058], [0.2226, 0.0074, 0.1885], [-1.6293, 0.3181, 2.1572], [1.4510, 1.1681, -1.4962], [-0.6666, -0.9190, 0.6504], [0.8661, 0.6383, 0.1936], [0.2458, 0.0901, -0.4391], [1.3546, 0.2005, 0.2089], [-0.1761, -0.0566, 0.2783], [-0.1341, -0.4053, 0.8718], [0.2781, -0.3304, 0.0921], [-0.4133, -0.4836, -0.0310], [-0.5457, 0.1810, 0.4180], [-0.1354, -0.2646, -0.3210], [-0.3079, 0.0552, 0.0292], [0.0473, -0.0897, -0.0882], [-0.5982, -0.4093, -0.2620], [-0.1811, -0.1237, 0.1371], [0.1436, -0.2402, 0.0557], [0.1051, 0.3779, -0.0781], [-0.2052, -0.5160, 0.0939], [-0.2812, 0.0519, 0.2358], [0.7748, 0.3526, -0.2327], [0.0842, 0.0832, -0.1103], [-0.2075, 0.1443, -0.0361], [-0.2221, -0.0505, 0.1376], [0.3270, 0.3617, -0.5856], [0.5306, -0.2209, 0.2928], [-1.1345, -0.3258, 0.3052], [0.4233, -0.1054, 0.1007], [0.0130, -0.3775, 0.0141], [-0.5223, 0.2896, -0.0681], [-0.8221, -0.1179, -1.2658], [-0.2091, -0.7767, -0.4591], [0.4503, 1.1737, 1.3740], [-0.9476, 0.1272, -0.2616], [-0.0150, -0.1095, 0.3378], [0.6565, -0.0854, -0.5451], [-0.1542, -0.0668, 0.3148], [-0.4830, 0.2510, -0.0131], [1.2719, -0.1612, 0.1506], [0.0873, 0.0827, -0.0906], [-0.0624, 0.1648, -0.0748], [-0.1389, -0.1645, 0.0535], [0.3201, -1.2790, 0.5394], [-1.0012, -0.7646, 0.3301], [0.9989, 1.9505, -0.6796], [0.1202, -0.5248, -0.1793], [-0.7493, -0.3278, -0.1561], [0.8602, 0.7931, 0.7241], [0.5516, 0.7471, 0.0882], [0.8421, -0.5407, -0.0358], [-1.0601, -0.3593, -0.2581]], "fmax_ev_per_a": 2.72, "gap_ev": 8.935, "e_above_lowest_kj_mol": 225.8, "lumo_energy_ha": 0.002}


2.
{"formula": "C4H34HfO14", "method": "the ωB97M-V functional and the def2-TZVPD basis", "symbols": ["Hf", "C", "C", "O", "H", "H", "H", "H", "H", "C", "C", "O", "H", "H", "H", "H", "H", "O", "H", "H", "O", "H", "H", "O", "H", "H", "O", "H", "H", "O", "H", "H", "O", "H", "H", "O", "H", "H", "O", "H", "H", "O", "H", "H", "O", "H", "H", "O", "H", "H", "O", "H", "H"], "xyz": [[-4.002, 12.988, -5.520], [-7.702, 15.502, -4.504], [-6.326, 15.240, -4.029], [-5.803, 13.950, -4.291], [-8.396, 14.716, -4.194], [-7.756, 15.469, -5.597], [-8.194, 16.412, -4.164], [-6.322, 15.428, -2.947], [-5.605, 15.963, -4.434], [-9.173, 13.956, -8.140], [-9.392, 12.540, -7.587], [-8.231, 11.864, -7.320], [-8.756, 14.668, -7.422], [-10.080, 14.327, -8.614], [-8.420, 13.896, -8.932], [-10.000, 12.048, -8.368], [-10.020, 12.541, -6.685], [-5.861, 13.623, -7.036], [-6.791, 13.310, -7.137], [-5.732, 14.276, -7.735], [-7.816, 19.759, -5.025], [-7.950, 18.950, -5.550], [-8.069, 20.467, -5.624], [-10.755, 18.393, -5.183], [-10.093, 17.708, -5.076], [-11.468, 17.971, -5.676], [-5.502, 19.115, -3.042], [-6.218, 18.977, -3.679], [-5.869, 18.830, -2.190], [-8.466, 18.114, -7.081], [-9.086, 18.481, -7.724], [-7.974, 17.447, -7.568], [-11.886, 14.794, -3.043], [-11.050, 14.416, -3.330], [-11.903, 14.654, -2.090], [-7.994, 12.138, -4.347], [-8.527, 12.085, -3.545], [-7.464, 12.942, -4.239], [-6.140, 17.735, -0.593], [-6.058, 16.826, -0.281], [-7.077, 17.942, -0.476], [-3.114, 14.397, -3.813], [-3.000, 15.354, -3.669], [-2.856, 13.990, -2.968], [-3.661, 15.130, -6.429], [-3.328, 15.311, -7.324], [-3.629, 15.989, -5.971], [-3.580, 16.910, -1.312], [-3.446, 16.979, -0.361], [-4.513, 17.161, -1.435], [-6.529, 12.477, -1.597], [-7.093, 13.010, -1.026], [-6.372, 13.024, -2.377]], "forces_ev_per_a": [[-5.0736, 5.1446, 2.2494], [-1.5668, -0.7707, -1.2648], [1.5709, 0.9194, 0.8154], [2.1745, -2.5270, -1.8601], [0.1576, -0.0933, 0.1715], [0.0376, 0.2264, 0.0037], [0.6320, 0.2837, 0.1362], [0.2811, -0.2690, 0.0534], [-0.2461, 0.2974, -0.0251], [0.4515, -0.4549, -0.5364], [2.1032, 1.2650, 0.2366], [-1.0749, 0.8490, -0.2964], [-0.4405, -0.0497, 0.3513], [-0.0229, 0.2650, 0.2587], [-0.1208, -0.1238, -0.1692], [-0.1588, -0.8897, 0.0802], [-0.3760, -0.4771, 0.1632], [0.7619, -0.5741, 0.2035], [-0.0627, -0.7225, 0.2786], [0.1205, -0.0954, -0.0395], [0.3428, -0.6554, 0.1940], [-0.1514, 0.6906, 0.0424], [-0.0110, 0.0890, 0.1065], [-0.1549, 0.0374, -0.1465], [0.0371, -0.0160, -0.0233], [-0.0720, 0.0336, 0.1463], [-0.1181, -0.6593, -0.0413], [-0.0509, 0.5808, 0.0489], [0.2224, 0.2037, -0.3032], [0.0366, -0.6004, -0.4372], [-0.0695, 0.1066, 0.2226], [0.0180, 0.1095, -0.1190], [0.1732, 0.0171, -0.0135], [-0.0367, -0.0674, 0.0266], [-0.1256, 0.0295, -0.0263], [-0.0676, 0.2962, -0.1898], [0.0848, -0.2893, -0.0066], [0.0673, -0.3064, -0.0632], [-0.4327, -0.3879, 0.1113], [-0.0968, 0.0906, 0.2143], [0.0688, 0.1536, 0.0867], [0.5272, -1.0086, -0.5841], [-0.0861, -0.0291, -0.0023], [-0.1661, 0.0954, 0.0578], [0.4256, -0.4225, 0.1200], [0.0413, -0.1303, 0.0320], [-0.0375, -0.1255, 0.1579], [-0.4183, -0.5299, -0.2927], [0.1888, 0.0876, -0.0345], [0.6098, 0.3331, -0.1160], [-0.0245, 0.2309, -0.1290], [0.0695, -0.1110, 0.1121], [0.0587, -0.0497, 0.0390]], "fmax_ev_per_a": 7.57, "gap_ev": 2.853, "charge": 2, "e_above_lowest_kj_mol": 0.0, "lumo_energy_ha": -0.415}


3.
{"formula": "C4H34N2O14", "method": "the ωB97M-V functional and the def2-TZVPD basis", "symbols": ["C", "N", "C", "O", "C", "N", "C", "O", "H", "H", "H", "H", "H", "H", "H", "H", "H", "H", "H", "H", "O", "H", "H", "O", "H", "H", "O", "H", "H", "O", "H", "H", "O", "H", "H", "O", "H", "H", "O", "H", "H", "O", "H", "H", "O", "H", "H", "O", "H", "H", "O", "H", "H", "O"], "xyz": [[1.462, 0.275, 1.035], [0.966, -1.148, 0.996], [1.349, -2.016, -0.176], [0.861, -1.523, -1.385], [0.622, 1.264, 0.174], [-0.471, 1.960, 0.788], [-1.051, 2.997, 0.050], [-0.763, 3.257, -1.084], [1.764, 0.562, 2.016], [2.511, 0.303, 0.549], [-0.052, -1.288, 1.084], [2.403, -2.238, -0.259], [0.985, -2.976, -0.057], [1.443, -0.799, -1.635], [0.143, 0.602, -0.595], [1.305, 1.932, -0.433], [-0.511, 1.879, 1.821], [-1.758, 3.455, 0.700], [-1.072, 1.213, 4.285], [0.128, 0.400, 3.487], [-0.454, 1.150, 3.566], [5.194, 0.127, 0.395], [4.023, -0.313, -0.400], [4.781, -0.675, 0.065], [3.543, -0.540, -3.110], [2.870, 0.487, -3.870], [3.461, 0.415, -3.091], [-2.047, -1.226, -2.871], [-1.064, -2.058, -1.947], [-1.874, -1.515, -1.961], [-3.239, 2.040, 2.116], [-4.344, 2.583, 1.214], [-4.162, 1.874, 1.840], [-3.371, -0.433, -3.555], [-3.518, 0.812, -2.795], [-3.249, 0.519, -3.683], [-2.667, -0.030, -0.981], [-3.789, 0.201, -0.098], [-3.554, 0.379, -1.009], [1.384, -1.704, 3.816], [-0.038, -2.303, 4.070], [0.491, -1.480, 4.131], [-0.450, 1.048, -4.799], [-0.189, 1.448, -3.470], [0.256, 0.927, -4.152], [-1.453, -3.193, 0.930], [-1.932, -4.476, 0.977], [-1.364, -3.925, 1.565], [-0.566, -1.324, 2.546], [-1.942, -1.264, 3.109], [-1.447, -0.963, 2.343], [3.518, 1.316, -1.402], [3.187, 2.381, -0.341], [3.739, 1.607, -0.509]], "forces_ev_per_a": [[0.9631, -1.1660, -2.6429], [0.5767, -1.1224, -0.7368], [0.6402, 2.3709, 1.4965], [0.1644, -0.0148, -0.8623], [0.3886, -1.2881, -1.4816], [0.2894, 1.2216, -0.0344], [1.4547, -2.5475, 2.1340], [-0.0772, 0.3440, -0.9085], [-0.5694, 0.4344, 1.0792], [-1.9201, -0.4516, 0.6494], [1.0015, 0.9017, -0.5029], [0.7391, 0.7952, 0.3480], [-1.5397, -1.7817, 0.6135], [-0.2057, 0.1993, -0.4046], [0.5992, 0.5284, 0.3364], [-0.9094, -0.3135, 0.9240], [-0.4745, 0.3427, -0.7769], [-1.1581, 1.2051, 0.1749], [0.2555, -0.8587, 0.5011], [-0.4362, -0.7487, 1.0139], [0.2793, 2.3594, -1.0106], [0.0785, 0.0429, -0.0050], [0.1459, -0.1082, 0.1091], [0.1948, -0.6547, 0.0456], [0.5919, -0.4643, 0.4816], [0.0893, 0.7864, 0.5620], [-0.8788, -0.3847, -0.9398], [0.7050, -0.1814, 0.4166], [-0.2346, 0.7344, -0.3399], [0.0113, -0.5936, 0.0196], [-0.6471, -0.2833, -0.2156], [-0.0662, -0.0670, -0.0496], [0.7408, 0.1895, 0.2165], [-0.3921, 0.3381, -0.5017], [0.0375, 0.3044, -0.1060], [0.0293, -0.5145, 0.1709], [-0.1748, 0.0592, -0.6914], [-0.7760, 0.4025, 0.4222], [0.8109, -0.2456, 0.6421], [-0.4107, -0.1347, 0.0391], [0.7207, 0.4261, 0.1736], [0.2093, -0.7415, 0.1226], [0.2179, -0.4723, -0.6331], [0.5246, -0.0340, 0.6970], [-0.6945, 0.4682, 0.0844], [0.5835, 0.8378, 0.8454], [0.4617, -0.6452, 1.2169], [-1.0976, -0.1744, -1.9995], [-0.3009, 0.3841, 0.1548], [-0.4800, 0.0890, -0.0580], [-0.3085, -0.7394, -0.2300], [0.0540, 0.1943, -0.5556], [0.1562, -0.0481, -0.0881], [0.0372, 0.8204, 0.0841]], "fmax_ev_per_a": 3.63, "gap_ev": 9.438, "e_above_lowest_kj_mol": 473.1, "lumo_energy_ha": 0.002}


4.
{"formula": "C4H34NO15", "method": "the ωB97M-V functional and the def2-TZVPD basis", "symbols": ["O", "C", "O", "C", "C", "C", "N", "H", "H", "H", "H", "H", "H", "H", "H", "H", "H", "O", "H", "H", "O", "H", "H", "O", "H", "H", "O", "H", "H", "O", "H", "H", "O", "H", "H", "O", "H", "H", "O", "H", "H", "O", "H", "H", "O", "H", "H", "O", "H", "H", "O", "H", "H", "O"], "xyz": [[0.204, -2.811, -0.828], [-0.546, -1.970, -1.330], [-1.206, -2.066, -2.326], [-0.802, -0.651, -0.601], [0.210, -0.185, 0.380], [0.860, 1.250, -0.082], [-1.970, -1.150, 0.325], [-0.978, 0.216, -1.211], [0.848, -0.974, 0.740], [-0.074, -0.177, 1.426], [1.485, 1.599, 0.737], [1.508, 1.047, -0.957], [0.077, 2.071, -0.157], [-1.608, -2.037, 0.719], [-2.736, -1.316, -0.258], [-2.061, 0.131, 1.847], [-1.376, 0.415, 3.134], [-1.939, 0.853, 2.519], [-2.787, 0.842, -0.449], [-3.053, 0.430, -1.924], [-2.955, 1.156, -1.323], [1.812, -3.186, 0.107], [3.100, -2.176, 0.094], [2.366, -2.484, 0.674], [-1.122, 2.461, -3.210], [-0.232, 1.191, -2.943], [-0.700, 1.691, -3.615], [1.160, -0.770, -3.798], [1.110, -1.187, -2.443], [1.786, -1.067, -3.047], [-0.525, 3.023, 1.677], [-1.986, 2.639, 1.594], [-1.296, 3.152, 1.166], [-2.102, 0.200, -3.678], [-2.256, -1.134, -3.023], [-2.782, -0.514, -3.466], [-0.413, -3.780, 1.615], [0.671, -2.953, 1.112], [0.121, -3.193, 1.944], [3.519, -0.247, 1.069], [2.500, -0.584, 2.323], [3.279, 0.021, 1.908], [1.343, 2.617, 3.280], [0.113, 2.053, 3.955], [0.342, 2.650, 3.234], [-0.510, -1.205, 2.906], [0.646, -1.754, 3.862], [0.412, -0.940, 3.379], [3.641, -1.247, -0.725], [3.330, -0.415, -2.003], [3.996, -0.604, -1.424], [-0.367, 3.090, -0.776], [-1.425, 4.107, -0.764], [-0.633, 3.876, -1.364]], "forces_ev_per_a": [[1.0452, -1.4847, 0.7525], [1.0034, 1.9213, 1.6899], [-1.5059, -1.5191, -3.4247], [-0.1207, -1.4275, 3.1261], [1.5911, 2.0485, 0.5820], [-0.5106, -1.8472, 1.2565], [1.8021, 1.2727, 0.2552], [-1.1261, -0.3088, -0.4550], [1.6885, -0.2219, -1.6637], [-1.4277, 1.5590, -0.3112], [0.3410, -0.0689, -0.0865], [-0.5567, 0.6553, 0.1988], [1.1208, -2.2979, -0.0272], [-0.4594, 0.6700, -0.4289], [-1.5496, -0.8269, -0.9035], [-0.1721, 0.5863, -0.1089], [0.7691, -0.0266, 1.0306], [-1.1821, -0.6105, -0.7641], [0.0721, -0.4245, 0.7669], [-0.1742, -1.0504, -0.8760], [-0.4719, 2.1026, 0.1513], [2.0150, 2.4743, 0.7600], [-1.2817, -1.2517, 0.8718], [0.1572, -2.1502, -1.6307], [0.2921, -0.1533, 0.5814], [-0.0406, 0.4658, 0.3669], [-0.1280, -0.3145, -0.8278], [1.9225, -0.6040, 1.1018], [-1.8099, -0.9668, 2.6806], [-0.0749, 1.5729, -3.9769], [1.1514, -0.3921, 1.2886], [0.2557, -0.2643, 0.2039], [-1.8600, 0.9724, -1.4512], [-1.2748, -0.9444, 0.1027], [1.5890, -2.1942, 1.2292], [-0.8598, 3.6422, -1.9573], [-4.9344, -5.4450, -2.7297], [-1.6708, 0.0110, 2.1881], [5.4891, 5.2020, 1.0916], [0.2708, -1.0738, -2.6255], [2.7444, 1.9200, -2.1241], [-3.0576, -0.5204, 4.9470], [-1.6194, 0.1311, -0.3360], [-0.3090, -0.0725, -0.1674], [2.4053, -0.0923, 0.7228], [3.5748, 0.3416, 1.5263], [-0.2350, 0.2994, -0.4668], [-2.9849, -0.7396, -0.6378], [0.7480, 2.0763, -2.5128], [-3.2918, 0.4228, -2.5039], [2.9595, -1.9842, 4.5064], [-0.4259, 2.0740, -1.8699], [1.6240, -0.1734, -1.4948], [-1.5166, -0.9700, 2.3835]], "fmax_ev_per_a": 7.84, "gap_ev": 8.638, "charge": -1, "e_above_lowest_kj_mol": 671.7, "lumo_energy_ha": 0.086}